ORCA calculation (the ωB97M-V functional and the def2-TZVPD basis) on 3 unconnected molecules or ions with the total composition C21H27N2O10.

Positions of all 60 atoms, in Å:
N1 -1.26444 1.30521 -0.02926
C1 -1.57906 1.21963 -1.46067
C2 -0.59729 0.36201 -2.32747
C3 -1.37691 -0.65777 -3.19175
N2 -0.99575 -2.09165 -2.92254
C4 -0.88021 -2.48152 -1.46954
C5 -0.06807 -1.45843 -0.66446
C6 0.51472 -0.37404 -1.56695
C7 1.51039 0.56523 -0.85579
C8 2.89589 0.64710 -1.55071
C9 3.98668 0.16747 -0.62766
O1 4.49118 -0.92681 -0.69273
O2 4.39172 1.08434 0.30711
H1 -0.92251 2.22394 0.21945
H2 -2.09769 1.16329 0.52535
H3 -2.59393 0.82964 -1.56178
H4 -1.61525 2.21952 -1.89988
H5 -0.10932 1.03974 -3.02937
H6 -1.18922 -0.49029 -4.25298
H7 -2.45377 -0.59436 -3.04556
H8 -0.13220 -2.32172 -3.41028
H9 -1.70962 -2.68670 -3.34328
H10 -0.38761 -3.45502 -1.46011
H11 -1.88920 -2.62442 -1.08774
H12 0.74980 -1.97132 -0.15677
H13 -0.69577 -1.01062 0.09926
H14 1.11010 -0.89955 -2.32691
H15 1.63192 0.21848 0.17358
H16 1.10077 1.56930 -0.77382
H17 2.94187 0.00046 -2.42787
H18 3.11556 1.66302 -1.87984
H19 3.63912 1.41955 0.81903
C10 -6.00884 -3.74471 0.36322
C11 -7.32477 -3.91853 0.14017
C12 -8.02104 -3.32275 -1.06421
O3 -9.20419 -3.54699 -1.18599
C13 -7.23753 -2.51603 -1.99166
C14 -5.93640 -2.34662 -1.75029
C15 -5.24132 -2.96947 -0.57090
O4 -4.03098 -2.77499 -0.48242
O5 -5.11760 -1.61523 -2.51249
O6 -8.10881 -4.61636 0.93140
H20 -5.50164 -4.17457 1.21509
H21 -7.74240 -2.07452 -2.83915
H22 -4.26995 -1.64771 -2.03181
H23 -9.00620 -4.59411 0.54383
C16 4.55997 3.96128 4.36745
C17 5.55479 4.54163 5.05553
C18 7.00474 4.20469 4.80473
O7 7.82730 4.79764 5.47447
C19 7.31873 3.21228 3.79772
C20 6.32641 2.62805 3.10991
C21 4.87573 2.97966 3.35463
O8 4.02696 2.41748 2.67894
O9 6.54638 1.71467 2.17733
O10 5.36552 5.44790 5.99641
H24 3.51992 4.19848 4.53984
H25 8.35858 2.97065 3.63029
H26 5.69083 1.43587 1.80027
H27 6.25390 5.69862 6.31964

Computed properties:
- HOMO-LUMO gap (eV) = 6.987
- lowest unoccupied orbital energy (eV) = -4.0500
- E_HOMO (eV) = -11.037
- net charge = +1
- energy above the lowest of the compared OMol25 structures with the same formula, charge and spin (eV) = 0.098

=====

ORCA calculation (the ωB97M-V functional and the def2-TZVPD basis) on a single C21H27N3O3 molecule.

Positions of all 54 atoms, in Å:
C1 2.65401 2.50889 0.25101
H1 2.07347 3.39353 0.01185
H2 3.53383 2.82629 0.80383
H3 2.97022 2.02684 -0.67232
C2 1.82545 1.53376 1.10157
C3 2.64480 0.31199 1.36966
C4 2.17514 -0.96586 1.39848
C5 3.26762 -1.81864 1.72549
C6 3.41501 -3.19427 1.89730
C7 4.65869 -3.68460 2.22548
C8 5.75729 -2.83584 2.38706
C9 5.64070 -1.47185 2.22376
C10 4.39010 -0.96883 1.89208
N1 3.98434 0.31788 1.66909
H4 4.57399 1.12952 1.72572
H5 6.49026 -0.81649 2.34952
H6 6.71609 -3.26024 2.64560
H7 4.79586 -4.74700 2.36367
H8 2.56909 -3.85401 1.77656
C11 0.74898 -1.23436 1.10411
H9 0.59319 -2.24188 0.72000
H10 0.13929 -1.13414 2.00733
C12 0.25066 -0.22999 0.05514
N2 0.58635 1.15767 0.37039
C13 -0.17765 2.14631 -0.13495
O1 -0.06426 3.32924 0.12410
C14 -1.22315 1.68246 -1.14632
N3 -1.93819 0.52841 -0.67933
C15 -1.26535 -0.46413 -0.07750
O2 -1.78982 -1.48507 0.31964
C16 -3.36312 0.42947 -0.91225
H11 -3.72406 -0.39466 -0.29312
H12 -3.84078 1.35854 -0.58604
C17 -3.68708 0.15471 -2.38112
H13 -3.19385 -0.77180 -2.68263
C18 -5.19166 0.02843 -2.59863
H14 -5.68629 0.95492 -2.29965
C19 -5.53739 -0.26881 -4.05606
H15 -5.08610 0.49077 -4.70194
H16 -5.13104 -1.23894 -4.34627
C20 -7.05062 -0.28126 -4.28242
O3 -7.65561 0.96007 -4.01128
H17 -7.24797 1.63036 -4.57147
H18 -7.52669 -0.98953 -3.60085
H19 -7.26615 -0.59417 -5.31503
H20 -5.58223 -0.77262 -1.96869
H21 -3.29361 0.96416 -3.00119
H22 -1.91926 2.50650 -1.31174
H23 -0.70107 1.47202 -2.09287
H24 0.70284 -0.48956 -0.91835
C21 1.43024 2.17739 2.43921
H25 0.82693 1.48375 3.02002
H26 0.85868 3.08242 2.25676
H27 2.32107 2.42681 3.01007

Computed properties:
- HOMO-LUMO gap (eV) = 8.514
- lowest unoccupied orbital energy (eV) = 0.6351
- E_HOMO (eV) = -7.879
- energy above the lowest of the compared OMol25 structures with the same formula, charge and spin (eV) = 1.858

=====

ORCA calculation (the ωB97M-V functional and the def2-TZVPD basis) on a single C21H27N3S molecule.

Positions of all 52 atoms, in Å:
C1 -4.38644 -3.09422 -0.45354
C2 -3.83959 -1.71041 -0.27987
C3 -4.20261 -0.69275 -1.15621
C4 -3.67389 0.57312 -1.01533
C5 -2.77078 0.85843 0.00599
C6 -2.42890 -0.13846 0.92474
C7 -2.96482 -1.40898 0.75125
H1 -2.69650 -2.17840 1.46172
C8 -1.54160 0.12512 2.10492
H2 -2.01152 -0.26082 3.00810
H3 -1.35938 1.18786 2.23675
H4 -0.58365 -0.38225 1.99046
N1 -2.24451 2.16496 0.10838
C9 -0.93346 2.51348 -0.01953
N2 -0.06203 1.52498 -0.27363
H5 -0.42697 0.58455 -0.33967
C10 1.37747 1.65339 -0.30114
C11 1.97460 1.11477 1.00279
C12 3.50313 1.02700 0.91041
N3 3.98640 0.27354 -0.22315
C13 3.44961 0.79204 -1.45916
C14 1.91698 0.87828 -1.50282
H6 1.60654 1.36864 -2.42686
H7 1.49005 -0.12641 -1.49012
H8 3.81049 0.17626 -2.28576
H9 3.85848 1.80151 -1.58539
C15 4.07939 -1.16890 -0.08122
C16 2.78386 -1.94567 0.01821
C17 2.14224 -2.40633 -1.12631
C18 0.91739 -3.04630 -1.04460
C19 0.31963 -3.24838 0.18770
C20 0.96772 -2.83131 1.33807
C21 2.19168 -2.18937 1.25264
H10 2.69460 -1.87304 2.15635
H11 0.52056 -3.00834 2.30596
H12 -0.63963 -3.74011 0.25016
H13 0.42821 -3.38832 -1.94519
H14 2.60726 -2.26165 -2.09182
H15 4.64621 -1.53105 -0.94510
H16 4.67752 -1.35543 0.81649
H17 3.90692 0.58637 1.82447
H18 3.90699 2.04178 0.81649
H19 1.69317 1.76859 1.82969
H20 1.56236 0.12248 1.19135
H21 1.60564 2.71958 -0.40002
S1 -0.50286 4.10468 0.10955
H22 -2.89216 2.93626 0.03162
H23 -3.95282 1.35975 -1.70136
H24 -4.89991 -0.89737 -1.95514
H25 -5.45939 -3.06329 -0.63236
H26 -3.92018 -3.57588 -1.31340
H27 -4.19479 -3.70311 0.42634

Computed properties:
- HOMO-LUMO gap (eV) = 8.582
- lowest unoccupied orbital energy (eV) = 0.6425
- E_HOMO (eV) = -7.939
- energy above the lowest of the compared OMol25 structures with the same formula, charge and spin (eV) = 0.000

=====

ORCA calculation (the ωB97M-V functional and the def2-TZVPD basis) on a molecular structure, C21H27N6O7Re.

Positions of all 62 atoms, in Å:
Re1 0.53645 0.30767 0.08908
O1 3.84339 -3.98369 -0.60205
C1 4.07411 -3.22476 -1.68940
C2 4.89341 -3.75348 -2.68771
C3 5.16476 -3.02379 -3.82926
C4 4.62627 -1.75238 -4.00284
C5 3.81886 -1.22252 -3.01387
C6 3.53574 -1.93672 -1.85052
C7 2.65807 -1.30919 -0.83540
O2 2.29078 -0.09537 -1.01009
N1 2.32097 -2.03775 0.21057
N2 1.54134 -1.27325 1.06788
C8 1.62698 -1.51517 2.31948
C9 1.09181 -0.58622 3.30169
C10 0.77704 -1.01655 4.59188
C11 0.43462 -0.12510 5.59018
C12 0.46115 1.24072 5.30212
C13 0.80069 1.69748 4.04526
C14 1.10173 0.80487 2.99157
O3 1.38720 1.25835 1.80384
H1 3.23676 -3.46391 -0.01338
H2 5.30034 -4.74559 -2.54048
H3 5.79897 -3.45314 -4.59599
H4 4.82974 -1.18614 -4.90194
H5 3.37389 -0.24155 -3.11711
H6 2.23201 -2.36023 2.64241
H7 0.80934 -2.08072 4.80194
H8 0.17539 -0.47603 6.58007
H9 0.22104 1.95765 6.07899
H10 0.84878 2.75787 3.82842
N3 -1.27245 0.82890 1.19719
C15 -1.40035 2.30261 1.24440
C16 -2.79644 2.84863 1.53706
C17 -3.82868 2.64687 0.42346
C18 -4.56987 1.30331 0.45394
N4 -4.79064 0.74817 -0.89539
C19 -3.56154 0.29288 -1.48364
N5 -2.88132 0.99015 -2.30183
N6 -3.13115 -0.94433 -1.08244
C20 -0.77877 2.90504 -0.03107
O4 -1.09663 4.02849 -0.37154
O5 0.09928 2.16194 -0.63571
H11 -2.02325 0.41242 0.65155
H12 -1.31607 0.43599 2.13222
H13 -0.73349 2.62538 2.04702
H14 -2.66784 3.91927 1.69362
H15 -3.15574 2.42840 2.48456
H16 -3.32003 2.76328 -0.53099
H17 -4.56499 3.45159 0.46515
H18 -5.55443 1.42732 0.90859
H19 -4.03173 0.58985 1.09724
H20 -5.42817 -0.03698 -0.82575
H21 -3.38532 1.84268 -2.52431
H22 -1.07001 0.87657 -3.29353
H23 -3.56402 -1.33168 -0.26090
H24 -2.11537 -1.10676 -1.16680
C21 -0.09555 -0.59508 -4.11530
O6 -0.41154 0.77497 -4.00183
H25 0.51928 -0.94513 -3.28101
H26 0.45674 -0.73100 -5.04733
H27 -0.99452 -1.22261 -4.15800
O7 -0.34700 -0.85250 -0.88398

Computed properties:
- HOMO-LUMO gap (alpha / beta) (eV) = 5.851 / 6.783
- lowest unoccupied orbital energy (alpha / beta) (eV) = 2.4417 / 2.4405
- E_HOMO (alpha / beta) (eV) = -3.409 / -4.342
- spin multiplicity = 2
- net charge = -1
- energy above the lowest of the compared OMol25 structures with the same formula, charge and spin (eV) = 0.000